15
Properties=species:S:1:pos:R:3:forces:R:3:mulliken_charge:R:1 method="wB97M-V/def2-TZVPD" relative_energy_kj_mol=87.8 charge=-1
C -0.723163 0.379635 1.906219 0.5 -0.7 0.7 -0.47
O 0.444798 1.225412 1.766226 -0.7 -2.0 0.7 -0.62
C -1.366236 0.339469 0.530496 -1.7 1.0 -1.5 -0.73
C -0.490150 -0.513946 -0.502385 -1.2 1.3 1.0 -0.22
O 0.744328 0.069179 -0.390730 0.6 -1.8 -1.0 -0.85
H -0.543955 -0.687164 2.320099 0.4 1.2 -0.8 0.16
H -1.319210 0.799002 2.708093 -0.6 0.4 -0.1 0.30
H -1.447698 1.443933 0.303812 0.7 -0.9 -0.5 0.26
H -2.449301 0.101709 0.422740 0.3 -0.7 0.8 0.39
H -0.722336 -1.589088 -0.087233 1.0 0.9 -0.6 0.14
H -0.914945 -0.530296 -1.595253 0.4 0.2 1.6 0.22
H 0.795627 0.651732 0.975064 0.6 1.1 -0.5 0.43
H 2.332070 -0.066301 -2.257603 -0.1 -0.3 -0.5 0.36
H 2.941810 -1.265066 -2.981299 0.1 -0.9 0.2 0.29
O 2.718363 -0.358207 -3.118247 -0.3 1.2 0.5 -0.67



18
Properties=species:S:1:pos:R:3:forces:R:3:mulliken_charge:R:1 method="wB97M-V/def2-TZVPD" relative_energy_kj_mol=0.0 charge=-2
C 2.050755 1.453040 -0.979463 -0.9 -0.1 -0.2 -1.02
C 0.744715 0.282540 1.405228 1.0 0.2 3.1 -0.86
C -1.110576 -0.378137 -1.090567 0.0 1.8 1.4 -1.00
O -1.735293 -1.365167 1.445398 -0.3 1.7 -1.6 -0.53
O -0.251601 -2.889838 -0.010835 0.8 0.2 0.2 -0.78
O -2.751250 -2.534325 -0.548998 1.3 0.8 0.2 -0.81
O -0.343032 2.831689 -0.043813 -0.4 0.5 0.6 -0.81
Si 0.323017 1.436799 -0.020994 -0.3 -2.1 -2.3 0.51
P -1.394669 -1.938877 -0.103664 -2.2 -1.5 -1.6 0.71
H 2.318532 2.133543 -1.836867 -0.4 -0.2 1.3 0.28
H 2.622194 1.539853 -0.053284 0.8 0.5 -0.4 0.23
H 2.230975 0.457653 -1.352598 0.1 -0.7 0.0 0.30
H 1.830394 0.119071 1.778694 -1.3 0.6 -0.9 0.30
H 0.178208 0.433302 2.392752 0.6 0.3 -1.3 0.25
H 0.385789 -0.697551 1.179651 0.1 -0.6 -0.5 0.28
H -2.169949 0.016146 -1.090872 1.0 0.0 -0.2 0.27
H -0.771635 -0.366821 -2.151320 -0.1 -0.7 0.8 0.37
H -2.156575 -0.532921 1.081552 0.3 -0.8 1.4 0.30



Copy entry 2 word for word.
18
Properties=species:S:1:pos:R:3:forces:R:3:mulliken_charge:R:1 method="wB97M-V/def2-TZVPD" relative_energy_kj_mol=0.0 charge=-2
C 2.050755 1.453040 -0.979463 -0.9 -0.1 -0.2 -1.02
C 0.744715 0.282540 1.405228 1.0 0.2 3.1 -0.86
C -1.110576 -0.378137 -1.090567 0.0 1.8 1.4 -1.00
O -1.735293 -1.365167 1.445398 -0.3 1.7 -1.6 -0.53
O -0.251601 -2.889838 -0.010835 0.8 0.2 0.2 -0.78
O -2.751250 -2.534325 -0.548998 1.3 0.8 0.2 -0.81
O -0.343032 2.831689 -0.043813 -0.4 0.5 0.6 -0.81
Si 0.323017 1.436799 -0.020994 -0.3 -2.1 -2.3 0.51
P -1.394669 -1.938877 -0.103664 -2.2 -1.5 -1.6 0.71
H 2.318532 2.133543 -1.836867 -0.4 -0.2 1.3 0.28
H 2.622194 1.539853 -0.053284 0.8 0.5 -0.4 0.23
H 2.230975 0.457653 -1.352598 0.1 -0.7 0.0 0.30
H 1.830394 0.119071 1.778694 -1.3 0.6 -0.9 0.30
H 0.178208 0.433302 2.392752 0.6 0.3 -1.3 0.25
H 0.385789 -0.697551 1.179651 0.1 -0.6 -0.5 0.28
H -2.169949 0.016146 -1.090872 1.0 0.0 -0.2 0.27
H -0.771635 -0.366821 -2.151320 -0.1 -0.7 0.8 0.37
H -2.156575 -0.532921 1.081552 0.3 -0.8 1.4 0.30